DFT (the ωB97M-V functional and the def2-TZVPD basis) results for a 5-piece molecular cluster, C36H78N4O5 overall.

## Properties
energy above the lowest of the compared OMol25 structures with the same formula, charge and spin = 537.2 kJ/mol
highest occupied orbital energy = -7.88 eV
max |F| = 4.69 eV/Å
lowest unoccupied orbital energy = 0.25 eV
calculated total energy = -54786.3598 eV
total charge = 0

Each line ends with the Löwdin charge.
Positions of all 123 atoms, in Å:
O1 1.514 1.463 -0.692  -0.0309
O2 -3.114 -3.959 -3.976  -0.0160
O3 -0.195 2.131 1.684  -0.0267
O4 -2.491 7.042 -0.617  -0.0256
O5 4.453 -6.388 0.270  -0.0362
N1 0.643 1.959 2.806  -0.0804
N2 -2.404 5.586 -0.474  -0.0935
N3 -2.633 -2.785 -3.341  -0.1096
N4 4.124 -5.043 0.344  -0.0926
C1 1.738 0.499 4.299  -0.1253
C2 -3.026 5.516 1.955  -0.0504
C3 -4.865 5.441 -0.011  0.0038
C4 -3.325 5.084 0.538  -0.4177
C5 -3.503 -3.733 -1.135  -0.0313
C6 4.965 -2.681 0.119  -0.1318
C7 -0.781 5.656 -2.321  -0.0329
C8 2.073 1.664 5.226  -0.2162
C9 -3.170 5.020 -2.891  -0.0344
C10 2.176 2.949 4.490  -0.1425
C11 2.476 -3.242 -0.427  -0.1221
C12 5.343 -4.145 -0.095  -0.4368
C13 2.828 -4.771 -0.355  -0.4321
C14 -2.805 -1.404 -1.288  -0.1973
C15 -2.059 4.917 -1.782  -0.4838
C16 -0.423 -3.872 -3.048  -0.0291
C17 0.814 -0.433 2.425  -0.0784
C18 -3.481 -2.494 -2.111  -0.4349
C19 3.581 -2.225 -0.576  -0.1434
C20 -0.955 -2.156 -4.831  -0.0446
C21 -1.731 3.495 -1.479  -0.1226
C22 -1.220 -2.589 -3.391  -0.5231
C23 5.794 -4.400 -1.533  -0.0515
C24 -3.119 3.472 0.653  -0.1473
C25 -0.262 3.710 4.482  -0.0157
C26 0.512 0.603 3.360  -0.5518
C27 6.571 -4.400 0.887  -0.0348
C28 -0.669 -1.437 -2.482  -0.0768
C29 1.741 -5.432 0.583  -0.0464
C30 -4.933 -2.171 -2.620  -0.0143
C31 -0.813 0.370 4.043  -0.0007
C32 1.210 4.348 2.649  -0.0561
C33 0.904 3.199 3.570  -0.4636
C34 -2.881 2.810 -0.621  -0.1777
C35 2.659 -5.555 -1.684  -0.0312
C36 -1.353 -1.463 -1.041  -0.1574
H1 -1.799 7.294 -0.001  0.0907
H2 5.170 -2.308 1.123  0.1054
H3 -1.452 -1.208 -5.038  0.0795
H4 0.371 -1.724 -2.327  0.0862
H5 3.068 1.485 5.633  0.1108
H6 -1.175 3.942 3.935  0.0625
H7 -0.527 2.948 5.216  0.0636
H8 -2.496 1.810 -0.423  0.0927
H9 3.847 -2.141 -1.629  0.0981
H10 0.648 -1.425 2.845  0.1005
H11 0.394 1.839 0.985  0.0473
H12 3.488 -1.237 -0.125  0.0964
H13 -1.967 5.333 2.140  0.0571
H14 -3.657 5.995 -2.880  0.0773
H15 -1.132 -0.617 -0.390  0.0899
H16 -0.773 3.466 -0.958  0.1031
H17 0.665 -3.807 -3.046  0.0597
H18 -4.102 3.108 0.955  0.1105
H19 -5.085 5.307 -1.070  0.0477
H20 1.911 4.169 1.834  0.0863
H21 -2.419 3.242 1.456  0.0923
H22 -3.223 -1.436 -0.281  0.1196
H23 6.275 -4.140 1.903  0.0697
H24 5.544 -5.421 -1.821  0.0732
H25 -4.898 -1.690 -3.597  0.0800
H26 0.142 -0.418 1.567  0.0737
H27 -3.243 -0.443 -1.558  0.1124
H28 -0.836 -0.711 4.175  0.0839
H29 -0.742 -0.483 -3.003  0.1106
H30 -3.836 2.586 -1.097  0.1124
H31 -5.440 -1.493 -1.934  0.0776
H32 -5.064 6.508 0.093  0.0614
H33 0.103 -1.944 -4.990  0.0848
H34 -2.501 -3.998 -0.799  0.0630
H35 4.283 -6.738 1.148  0.1067
H36 3.059 2.756 3.881  0.1209
H37 2.688 0.195 3.861  0.1190
H38 1.680 -5.362 -2.123  0.0589
H39 1.717 -4.985 1.577  0.0753
H40 2.352 3.802 5.145  0.1197
H41 -2.995 6.605 1.971  0.0762
H42 -0.368 5.036 -3.117  0.0759
H43 1.470 1.796 6.125  0.1087
H44 -4.014 4.331 -2.846  0.0645
H45 0.077 4.671 4.869  0.0842
H46 -4.223 -3.645 -0.320  0.0849
H47 -1.572 2.890 -2.372  0.1179
H48 0.043 5.707 -1.609  0.0786
H49 1.786 -0.481 1.934  0.0913
H50 -3.741 -3.682 -4.648  0.1004
H51 2.805 -6.629 -1.565  0.0795
H52 -3.564 5.061 2.786  0.0964
H53 1.508 2.252 -1.233  0.0445
H54 7.417 -3.741 0.692  0.0805
H55 -0.829 0.842 5.026  0.0773
H56 1.775 -2.956 0.357  0.1013
H57 -5.527 4.814 0.586  0.0618
H58 -1.364 -2.810 -5.601  0.0806
H59 -5.456 -3.128 -2.633  0.0737
H60 -1.577 0.724 3.351  0.0922
H61 1.962 -6.478 0.795  0.0707
H62 1.558 -0.294 5.024  0.1207
H63 1.822 -3.114 -1.290  0.0773
H64 -2.792 4.809 -3.892  0.0770
H65 6.750 -4.065 -1.935  0.0879
H66 3.479 -5.411 -2.387  0.0627
H67 6.839 -5.455 0.952  0.0710
H68 -3.838 -4.580 -1.735  0.0689
H69 0.324 4.814 2.216  0.0666
H70 5.682 -2.095 -0.456  0.1084
H71 5.178 -3.986 -2.331  0.0650
H72 -1.127 6.625 -2.681  0.0773
H73 1.661 0.748 -1.311  0.0384
H74 -0.794 -4.664 -3.699  0.0856
H75 0.700 -5.381 0.263  0.0749
H76 -0.656 -4.194 -2.033  0.0697
H77 1.758 5.134 3.168  0.0840
H78 -1.104 -2.282 -0.366  0.1065